{"formula": "C3H3BrN2O", "method": "ωB97M-V/def2-TZVPD", "symbols": ["C", "C", "C", "N", "N", "O", "Br", "H", "H", "H"], "positions_angstrom": [[-0.5506, 2.1075, 1.0649], [0.5421, 1.7118, 0.7705], [-0.7455, -1.9871, 0.1597], [-0.2817, -1.5768, -0.8587], [0.5103, -1.4973, -1.7782], [1.7570, 1.4008, 0.4625], [-1.7563, -1.3327, 1.5855], [-1.5182, 2.3559, 0.8853], [0.0024, -1.7193, -2.5828], [2.0406, 0.5374, 0.2912]], "homo_ev": [-9.0, -9.0], "gap_ev": [8.704, 8.704], "e_above_lowest_kj_mol": 617.6, "charge": 0}